No. 1
C33H30N3Pb as an isolated structure, computed with ωB97M-V with the def2-TZVPD basis set.

Computed properties:
Orbital gap (alpha / beta) ... 3.63 / 3.65 eV
Total energy ... -44421.9789 eV
E_HOMO (alpha / beta) ... -1.7260 / -1.7596 eV
Relative energy (zero: lowest compared OMol25 entry of this formula, charge and spin) ... 297.95 kJ/mol

ORCA input file:
```
! RIJCOSX wB97M-V def2-TZVPD def2/J DEFGRID3
* xyz -1 1
Pb -1.003 -1.673 0.961
N 1.219 1.423 2.450
C 0.776 2.275 1.372
C 1.813 3.192 0.932
C 1.544 4.411 0.422
C 0.229 4.958 0.435
C -0.783 4.278 1.014
C -0.638 2.900 1.408
C -1.604 2.294 2.334
C -2.235 2.861 3.417
C -3.164 2.113 4.134
C -3.469 0.820 3.728
C -2.836 0.244 2.646
C -1.850 0.952 1.946
H 0.436 0.862 2.781
H 1.909 0.772 2.079
H 2.834 2.878 1.097
H 2.354 5.043 0.079
H 0.079 5.971 0.078
H -1.750 4.735 1.180
H -2.013 3.882 3.701
H -3.665 2.543 4.992
H -4.241 0.267 4.249
H -3.122 -0.756 2.332
C -1.014 0.554 0.841
C -0.290 1.759 0.376
C -0.173 2.067 -1.067
C 1.138 2.110 -1.645
C 1.523 3.104 -2.569
C 2.806 3.182 -3.050
C 3.776 2.272 -2.640
C 3.426 1.292 -1.724
C 2.141 1.208 -1.234
C -1.339 2.400 -1.798
C -2.587 2.667 -1.182
C -3.691 3.022 -1.920
C -3.640 3.121 -3.306
C -2.445 2.807 -3.942
C -1.340 2.436 -3.217
H 0.797 3.854 -2.850
H 3.071 3.973 -3.742
H 4.785 2.334 -3.030
H 4.176 0.579 -1.397
H 1.876 0.408 -0.553
H -2.686 2.591 -0.110
H -4.626 3.226 -1.409
H -4.514 3.395 -3.884
H -2.389 2.841 -5.026
H -0.444 2.132 -3.741
N 0.263 -3.236 -0.279
C 0.630 -4.325 -0.500
N 1.106 -5.525 -0.742
C 0.203 -6.660 -0.860
C -0.007 -7.349 0.493
C 1.332 -7.727 1.127
C 2.246 -6.505 1.204
C 2.406 -5.887 -0.188
H 0.648 -7.369 -1.566
H -0.748 -6.311 -1.270
H -0.621 -8.243 0.362
H -0.539 -6.666 1.159
H 1.818 -8.508 0.533
H 1.162 -8.119 2.133
H 3.227 -6.782 1.598
H 1.807 -5.760 1.873
H 2.871 -6.616 -0.862
H 3.033 -4.991 -0.157
*
```



No. 2
C5H7NO as an isolated structure, computed with ωB97M-V with the def2-TZVPD basis set.

Computed properties:
Orbital gap (alpha / beta) ... 7.82 / 7.82 eV
Total energy ... -8829.3026 eV
E_HOMO (alpha / beta) ... -8.1917 / -8.1897 eV
Relative energy (zero: lowest compared OMol25 entry of this formula, charge and spin) ... 665.77 kJ/mol

ORCA input file:
```
! RIJCOSX wB97M-V def2-TZVPD def2/J DEFGRID3
* xyz 0 1
C 2.179 0.582 0.583
N 1.590 -0.579 0.481
C 0.303 -0.621 0.135
O -0.466 -1.738 0.217
C -1.472 -0.968 -0.537
C -1.884 0.329 0.111
C -0.564 0.222 -0.629
H 1.670 1.491 0.918
H 3.273 0.607 0.556
H 1.493 1.472 -1.118
H -2.025 -1.532 -1.286
H -1.919 0.416 1.200
H -2.699 0.843 -0.405
H 0.715 1.249 -1.258
*
```



No. 3
C32H52N4O2PSTbTe as an isolated structure, computed with ωB97M-V with the def2-TZVPD basis set.

Computed properties:
Orbital gap (alpha / beta) ... 5.28 / 6.80 eV
Total energy ... -93899.6928 eV
E_HOMO (alpha / beta) ... -17.3637 / -17.3713 eV
Relative energy (zero: lowest compared OMol25 entry of this formula, charge and spin) ... 62.48 kJ/mol

ORCA input file:
```
! RIJCOSX wB97M-V def2-TZVPD def2/J DEFGRID3
* xyz 4 7
Tb 12.199 9.461 11.906
C 13.131 12.438 10.301
C 14.333 11.525 10.448
N 14.274 10.748 11.750
C 14.743 11.565 12.935
C 13.714 12.545 13.491
S 12.031 11.903 13.718
C 11.104 13.102 12.736
C 10.836 12.663 11.279
N 11.817 11.723 10.686
H 13.182 13.373 10.853
H 13.079 12.710 9.253
H 14.399 10.779 9.627
H 15.246 12.114 10.439
H 14.990 10.004 11.645
H 15.039 10.859 13.721
H 15.654 12.146 12.630
H 13.972 12.789 14.550
H 13.761 13.500 12.855
H 10.088 13.169 13.262
H 11.587 14.089 12.728
H 9.879 12.144 11.241
H 10.717 13.615 10.663
H 11.404 11.463 9.753
C 12.930 8.827 15.865
C 12.461 8.225 14.548
C 11.085 8.144 14.310
C 10.101 8.718 15.293
C 10.577 7.359 13.186
C 9.129 6.942 13.147
C 11.475 6.863 12.214
C 10.907 6.075 11.056
C 12.881 7.014 12.400
C 13.871 6.362 11.415
C 13.347 7.641 13.609
C 14.812 7.361 13.950
H 12.478 9.822 16.020
H 14.012 8.864 15.888
H 12.566 8.189 16.666
H 9.997 8.009 16.126
H 9.109 8.964 14.914
H 10.533 9.624 15.719
H 8.762 6.824 12.123
H 8.470 7.688 13.605
H 8.947 5.993 13.672
H 11.640 5.685 10.340
H 10.232 6.707 10.446
H 10.321 5.237 11.405
H 13.514 6.547 10.375
H 13.937 5.249 11.536
H 14.923 6.778 11.454
H 15.000 7.472 15.009
H 15.521 8.047 13.428
H 15.006 6.337 13.721
Te 8.193 10.112 11.726
C 7.080 10.976 13.353
C 6.184 10.239 14.187
C 5.553 10.892 15.255
C 5.750 12.284 15.473
C 6.624 13.002 14.642
C 7.282 12.322 13.613
C 6.956 10.820 10.154
C 6.881 12.224 9.940
C 6.055 12.738 8.953
C 5.382 11.876 8.095
C 5.388 10.505 8.331
C 6.241 9.965 9.348
H 6.054 9.183 13.931
H 4.865 10.345 15.953
H 5.220 12.754 16.310
H 6.668 14.080 14.695
H 7.895 12.921 12.909
H 7.357 12.884 10.700
H 6.002 13.813 8.782
H 4.728 12.333 7.321
H 4.816 9.752 7.715
H 6.217 8.914 9.616
N 9.603 9.834 6.862
C 10.287 8.697 7.586
P 11.922 9.266 8.162
O 11.934 10.756 7.831
O 12.109 8.933 9.677
C 13.185 8.633 7.020
N 13.400 9.589 5.844
H 8.790 10.136 7.372
H 9.313 9.609 5.878
H 10.290 10.643 6.900
H 10.246 7.831 6.911
H 9.707 8.435 8.494
H 13.019 7.614 6.678
H 14.138 8.594 7.597
H 12.973 10.473 6.169
H 12.985 9.256 4.969
H 14.418 9.787 5.655
*
```